No. 1
# C3H15N2O2S

A 5-piece molecular cluster, C3H15N2O2S overall (wB97M-V/def2-TZVPD, the OMol25 dataset).

Output
LUMO: -0.3544 Eh
charge: +1

The geometry in XYZ format:
```
23
Properties=species:S:1:pos:R:3:forces:R:3
N -4.78564 0.27646 1.26014 -0.367 3.256 0.416
C 2.24325 0.61741 -0.24943 0.163 2.570 0.940
C 2.57542 -0.68290 -0.39415 -3.784 -0.926 1.125
S -0.68320 -0.60803 -0.26765 0.455 0.249 -0.020
C 1.45291 1.20379 0.97506 2.293 1.228 1.599
N 0.55409 2.27367 0.56810 0.988 -1.587 -1.157
H -4.06930 0.98627 1.58425 -1.047 -1.777 -0.401
H -5.60914 0.38492 1.85426 0.255 0.242 -0.296
H -4.56119 -0.66559 1.32551 1.196 -1.738 0.297
H 2.70481 1.44927 -0.76946 -0.019 -0.060 -0.497
H 1.63830 -1.13673 0.04663 2.402 -1.404 -0.240
H 3.40721 -1.16499 -0.87277 0.173 0.011 -0.206
H -1.56798 -1.32068 -0.97439 -0.157 -0.119 -0.274
H 0.81619 0.46167 1.44682 0.341 -0.459 0.412
H 2.20535 1.62251 1.74626 -0.892 -1.050 -1.213
H 0.97954 2.91213 -0.12204 -0.446 -0.069 0.510
H -0.01274 1.58641 0.08704 -1.706 1.616 -0.982
H -0.04593 -2.41855 1.17924 0.521 -0.705 0.339
H 0.47614 -3.77952 1.79089 0.388 1.280 -0.510
O 0.76694 -2.89997 1.43194 -0.836 -0.690 0.266
H -0.22818 0.38094 -2.35030 0.244 0.712 -0.808
H -0.31446 0.76253 -3.85608 0.504 0.382 0.880
O 0.12106 1.02336 -3.00943 -0.669 -0.961 -0.180
```
Forces are in eV/Å.

---

No. 2
# C7H8N2O3

A 2-piece molecular cluster, C7H8N2O3 overall (wB97M-V/def2-TZVPD, the OMol25 dataset).

Output
LUMO (spin up / spin down): 0.0272 / 0.0272 Eh
SMILES: C/C=[N+](/[O-])O.N#Cc1ccco1
charge: 0

The geometry in XYZ format:
```
20
Properties=species:S:1:pos:R:3:forces:R:3
C -0.85857 -1.08562 -2.53257 -0.957 -2.489 2.336
C -1.13245 -0.73883 -1.02833 0.314 -2.672 -3.431
N -1.56229 0.35984 -0.56693 1.209 -0.178 1.782
O -1.65240 0.46869 0.68661 -1.039 1.324 0.282
O -1.70871 1.48395 -1.34422 -0.246 -0.482 -0.268
H 0.19888 -1.11780 -2.71185 0.610 -0.081 -0.035
H -1.27153 -0.34333 -3.13099 -0.856 1.135 -1.271
H -1.29195 -2.16554 -2.80112 0.800 2.481 0.649
H -1.07755 -1.54973 -0.29438 0.082 0.674 -0.257
H -1.81736 2.18237 -0.67731 0.094 0.156 0.233
N -0.58256 3.41797 0.75931 -1.615 2.653 -2.487
C -0.16829 2.66845 1.48321 0.697 -1.327 1.513
C 0.48691 1.75615 2.28085 3.161 -0.619 1.339
C 1.82944 1.41722 2.29141 -1.127 0.380 0.184
C 1.99598 0.46958 3.33379 2.998 -2.262 -0.575
C 0.78368 0.29741 3.84869 -1.676 -0.963 1.435
O -0.09397 1.16272 3.32387 -1.747 -0.759 -0.256
H 2.58798 1.87526 1.72386 0.608 0.199 -0.832
H 2.90414 -0.26275 3.50212 -1.992 2.003 -0.231
H 0.30398 -0.47376 4.47634 0.684 0.828 -0.111
```
Forces are in eV/Å.

---

No. 3
# C2H15NO4

A 5-piece molecular cluster, C2H15NO4 overall (wB97M-V/def2-TZVPD, the OMol25 dataset).

Output
LUMO: 0.0124 Eh
SMILES: CNC.O.O.O.O
charge: 0

The geometry in XYZ format:
```
22
Properties=species:S:1:pos:R:3:forces:R:3
C 1.51706 -0.43965 0.87761 0.683 0.685 1.161
N 1.22175 -1.42778 -0.13715 -0.576 0.638 -0.291
C 0.55281 -0.77715 -1.27433 1.533 0.135 -0.200
H 1.95210 0.55194 0.59083 0.214 -0.595 -0.775
H 2.25947 -0.86802 1.57109 -0.495 0.170 0.003
H 0.64270 -0.07915 1.42826 -0.085 -0.818 0.025
H 2.10340 -1.78807 -0.48039 -0.057 -0.195 0.041
H 1.29621 -0.07484 -1.70871 -0.454 0.122 -0.157
H 0.32827 -1.49388 -2.06293 -0.395 -0.003 0.182
H -0.30053 -0.19395 -0.95034 -0.338 -0.264 0.019
O -1.50220 -3.73592 0.22264 0.246 0.610 0.101
H -2.13120 -3.04215 0.43858 -0.527 -0.125 0.020
H -0.70008 -3.20132 0.31442 0.434 -0.320 -0.115
O -1.63904 -0.26316 1.50507 0.373 0.146 -0.358
H -2.57038 -0.20637 1.68956 -0.626 -0.128 0.289
H -1.51852 0.50973 0.92960 -0.006 0.021 0.113
O 0.85780 3.05680 -0.69103 0.625 0.695 -0.145
H 1.25408 2.18641 -0.73523 0.123 -0.420 0.034
H 1.62344 3.65972 -0.77954 -0.732 -0.365 0.054
O -1.88983 2.18475 -0.11112 0.272 -0.554 -0.353
H -2.23381 3.05723 0.02093 -0.583 0.671 0.424
H -1.12351 2.38483 -0.65783 0.372 -0.107 -0.073
```
Forces are in eV/Å.

---

No. 4
# C6H11NO

C6H11NO as an isolated structure (wB97M-V/def2-TZVPD, the OMol25 dataset).

Output
LUMO: -0.0047 Eh
charge: 0

The geometry in XYZ format:
```
19
Properties=species:S:1:pos:R:3:forces:R:3
C -0.08272 0.80087 0.24986 0.382 0.912 -0.170
C -0.99807 1.55528 1.16528 -0.130 -0.043 -0.090
C -0.39607 -0.59807 -0.09738 -0.458 0.019 0.582
N 0.96340 1.35760 -0.27970 -0.249 -0.199 0.342
C 0.27014 -1.22037 -1.25251 0.033 -0.385 -0.684
C -1.29567 -1.29986 0.60515 0.384 0.255 -0.215
C -0.03681 -0.96469 -2.51935 0.157 0.126 0.473
O 2.15240 -0.07229 1.34702 -0.792 1.633 -0.977
H 2.67961 -0.86318 1.49240 0.323 0.379 -0.772
H 1.94461 0.67086 0.35231 0.805 -2.703 1.624
H 1.09665 2.33048 -0.02332 -0.352 0.072 0.112
H 0.98875 -1.99206 -1.00159 0.013 -0.061 -0.071
H -2.03490 1.48045 0.83733 0.007 -0.006 0.051
H -0.92384 1.12902 2.16719 -0.002 -0.048 -0.015
H -0.71084 2.60195 1.23026 0.030 0.012 -0.048
H -1.60517 -2.27853 0.26842 0.138 -0.141 0.085
H -1.69163 -0.95712 1.54783 -0.245 0.195 -0.048
H -0.70517 -0.14667 -2.75474 -0.164 -0.095 -0.139
H 0.38532 -1.53366 -3.33449 0.122 0.077 -0.040
```
Forces are in eV/Å.

---

> Number 3 is which compound?

C2H15NO4

---

> Look up the charge of the first one.

+1

---

> What is the charge in the third record?

0